A molecular structure, C29H38BeClF6I2N3O4. Source: the OMol25 dataset; level of theory: ωB97M-V/def2-TZVPD.

charge: +2
highest occupied orbital energy: -12.32 eV
gap between HOMO and LUMO: 1.35 eV
electronic energy: -3261.766720 Eh
E_LUMO: -10.9752 eV
largest force on an atom: 3.9 eV Å⁻¹

XYZ file:
```
84
Properties=species:S:1:pos:R:3:mulliken_charge:R:1
C -4.28 -1.60 -0.28 -1.584
C -3.53 -0.59 0.60 -0.867
C -2.34 -1.10 1.44 -0.929
I -3.00 -2.97 2.31 0.200
C -0.94 -1.17 0.64 1.998
C -0.99 -1.63 -0.83 -2.950
C -1.64 -0.77 -1.90 -0.287
C -1.73 -1.59 -3.22 -1.591
C -0.40 -2.12 -3.75 -0.415
N -0.12 -1.82 -5.17 0.231
C 0.90 -2.48 -5.77 -0.359
C 0.99 -2.05 -7.07 -0.603
C 0.03 -1.10 -7.22 -0.707
C -0.68 -0.97 -6.02 -0.013
N -0.33 -2.43 1.23 -0.263
C 0.62 -2.28 2.23 -0.636
O 1.13 -3.20 2.83 -0.601
C 0.74 -0.77 2.49 1.957
C 2.19 -0.46 2.93 -1.381
C 3.34 -1.33 2.36 -1.174
C 3.93 -2.26 3.41 -0.816
Cl 5.07 -1.27 4.42 -0.220
C -0.13 -0.71 3.81 -0.903
C -0.45 0.64 4.44 0.387
C -1.89 1.08 4.35 -1.350
N 0.34 1.38 5.09 -0.770
C 0.19 -0.18 1.17 2.564
C 1.45 -0.02 0.25 -2.615
C 1.27 0.50 -1.18 0.137
C 2.67 0.87 -1.73 -1.876
I 3.77 -0.95 -2.14 0.011
C -0.39 1.24 1.14 0.348
O -1.37 1.50 0.45 -0.545
C 0.21 2.53 1.78 0.665
F 1.26 2.34 2.58 -0.220
F -0.75 3.11 2.54 -0.344
C 0.65 3.65 0.80 0.173
F 1.66 3.29 0.01 -0.257
F 1.11 4.67 1.55 -0.347
C -0.42 4.29 -0.11 1.354
F -1.63 4.63 0.49 -0.326
F -0.69 3.59 -1.20 -0.124
C 0.10 5.66 -0.61 0.291
O -0.40 6.66 -0.06 -0.391
O 0.92 5.72 -1.60 -0.332
H -4.71 -1.11 -1.15 0.427
H -3.65 -2.41 -0.65 0.324
H -5.11 -2.07 0.25 0.489
H -3.30 0.28 -0.01 0.267
H -4.28 -0.25 1.32 0.796
H -2.20 -0.36 2.22 0.133
H 0.04 -1.86 -1.11 1.208
H -1.49 -2.60 -0.83 1.053
H -1.09 0.13 -2.18 0.230
H -2.66 -0.48 -1.71 0.536
H -2.21 -0.93 -3.94 0.659
H -2.44 -2.41 -3.08 0.343
H -0.41 -3.20 -3.68 0.374
H 0.48 -1.80 -3.18 0.400
H 1.53 -3.21 -5.31 0.416
H 1.69 -2.40 -7.81 0.471
H -0.14 -0.56 -8.13 0.429
H -1.49 -0.31 -5.77 0.424
H 0.02 -3.11 0.57 0.355
H 2.47 0.56 2.70 -0.357
H 2.33 -0.50 4.01 1.046
H 4.16 -0.69 2.06 0.658
H 3.09 -1.93 1.48 0.407
H 3.17 -2.68 4.06 0.316
H 4.55 -3.03 2.97 0.459
H 0.42 -1.29 4.55 0.528
H -1.07 -1.25 3.72 0.435
H -2.01 1.97 4.95 0.441
H -2.22 1.25 3.32 0.219
H -2.50 0.28 4.78 0.429
H 1.27 0.95 5.12 0.309
H 1.87 -1.02 0.16 1.009
H 2.15 0.67 0.70 0.370
H 0.90 -0.22 -1.90 -0.372
H 0.68 1.41 -1.28 -0.079
H 3.27 1.40 -1.00 0.638
H 2.61 1.39 -2.68 0.712
H 1.85 5.56 -1.33 0.438
Be -2.00 6.35 0.30 0.540
```